Record 1
DFT (ωB97M-V with the def2-TZVPD basis set) results for a structure of composition C29H24BrN3O2Sn in a non-equilibrium geometry.

Results
Relative energy (zero: lowest compared OMol25 entry of this formula, charge and spin)   22.8 kcal/mol
HOMO-LUMO gap (alpha / beta)   5.431 / 4.064 eV

```
! RIJCOSX wB97M-V def2-TZVPD def2/J DEFGRID3
* xyz 2 1
Sn 0.28 -0.22 0.92
O -3.45 0.15 -1.61
C -4.09 1.19 -1.03
C -5.38 1.49 -1.47
C -6.10 2.50 -0.88
C -5.55 3.26 0.15
C -4.26 2.98 0.57
C -3.51 1.97 -0.01
C -2.11 1.70 0.50
O -1.72 0.39 0.43
N -1.16 2.57 -0.25
N 0.07 2.19 -0.35
C 0.99 3.01 -0.82
C 2.30 2.56 -1.08
Br 2.50 0.66 -1.26
C 3.40 3.33 -1.32
C 3.51 4.74 -1.12
C 2.75 5.46 -0.17
C 2.84 6.83 -0.09
C 3.71 7.52 -0.94
C 4.52 6.82 -1.84
C 4.44 5.45 -1.91
H -2.66 -0.06 -1.08
H -5.80 0.88 -2.26
H -7.11 2.70 -1.21
H -6.12 4.05 0.62
H -3.83 3.57 1.38
H -2.09 2.08 1.54
H -1.42 3.54 -0.39
H 0.74 4.03 -1.11
H 4.28 2.84 -1.72
H 2.14 4.93 0.55
H 2.26 7.37 0.65
H 3.78 8.60 -0.87
H 5.21 7.36 -2.47
H 5.06 4.90 -2.61
N -0.27 -2.33 0.56
C -1.07 -3.30 0.66
C -2.44 -2.93 1.15
C -3.55 -3.22 0.35
C -4.80 -2.79 0.77
C -4.94 -2.08 1.95
C -3.83 -1.80 2.74
C -2.57 -2.21 2.34
C -0.78 -4.68 0.27
C -1.47 -5.74 0.86
C -1.16 -7.04 0.50
C -0.18 -7.29 -0.45
C 0.50 -6.23 -1.04
C 0.22 -4.93 -0.68
H -3.43 -3.76 -0.57
H -5.66 -3.02 0.16
H -5.92 -1.72 2.26
H -3.94 -1.26 3.67
H -1.70 -2.02 2.95
H -2.22 -5.56 1.61
H -1.69 -7.86 0.97
H 0.05 -8.31 -0.74
H 1.26 -6.41 -1.79
H 0.74 -4.10 -1.13
*
```

=====

Record 2
DFT (ωB97M-V with the def2-TZVPD basis set) results for the molecule C6H12O.

Results
Relative energy (zero: lowest compared OMol25 entry of this formula, charge and spin)   139.9 kcal/mol
HOMO-LUMO gap (alpha / beta)   8.131 / 8.044 eV

```
! RIJCOSX wB97M-V def2-TZVPD def2/J DEFGRID3
* xyz 0 1
C -2.33 0.61 -0.04
C -1.24 -0.26 0.58
C -0.40 -0.94 -0.54
O 0.82 -1.42 -0.08
C 1.43 -0.15 0.04
C 2.42 0.08 -1.10
C -0.34 0.40 1.49
H -2.89 0.07 -0.81
H -1.87 1.49 -0.51
H -3.04 0.96 0.72
H -1.68 -1.13 1.09
H -0.92 -1.70 -1.15
H 0.40 0.36 -0.53
H 1.96 -0.03 0.99
H 3.26 -0.62 -1.00
H 2.81 1.10 -1.07
H 1.93 -0.08 -2.07
H -0.49 1.45 1.75
H 0.17 -0.20 2.24
*
```

=====

Record 3
DFT (ωB97M-V with the def2-TZVPD basis set) results for the molecule C5H8N2 in a non-equilibrium geometry.

Results
Relative energy (zero: lowest compared OMol25 entry of this formula, charge and spin)   69.5 kcal/mol
Structure (SMILES)   C=C[C@H](N)C=C=N
HOMO-LUMO gap   9.202 eV

```
! RIJCOSX wB97M-V def2-TZVPD def2/J DEFGRID3
* xyz 0 1
C -1.42 0.20 -1.01
N 0.20 -0.89 1.68
C -1.47 0.28 0.30
C -0.11 0.28 0.94
C 0.85 0.58 -0.33
C 1.89 -0.20 -0.63
N -1.67 -0.21 -2.14
H -1.50 0.39 -2.94
H -0.04 -0.86 2.66
H 0.06 -1.74 1.15
H -2.37 0.42 0.87
H 0.05 1.17 1.57
H 0.82 1.61 -0.69
H 2.70 0.15 -1.24
H 2.01 -1.17 -0.18
*
```

=====

Record 4
DFT (ωB97M-V with the def2-TZVPD basis set) results for the molecule CH4IOP in a non-equilibrium geometry.

Results
Relative energy (zero: lowest compared OMol25 entry of this formula, charge and spin)   24.5 kcal/mol
Structure (SMILES)   OCPI
HOMO-LUMO gap   9.162 eV

```
! RIJCOSX wB97M-V def2-TZVPD def2/J DEFGRID3
* xyz 0 1
C -0.39 0.02 0.63
O -0.53 1.06 -0.31
P 0.87 -1.40 -0.39
I 2.77 0.02 -0.47
H -1.38 -0.52 0.67
H 0.02 0.35 1.65
H -1.43 1.41 -0.39
H 0.07 -0.94 -1.40
*
```

=====

Record 5
DFT (ωB97M-V with the def2-TZVPD basis set) results for a cluster of 2 separate species, C3H7N3O in total in a non-equilibrium geometry.

Results
Relative energy (zero: lowest compared OMol25 entry of this formula, charge and spin)   0.0 kcal/mol
HOMO-LUMO gap (alpha / beta)   7.594 / 8.669 eV

```
! RIJCOSX wB97M-V def2-TZVPD def2/J DEFGRID3
* xyz 0 3
C -1.59 0.50 -0.99
C -1.34 1.84 1.19
C 1.17 -1.90 -0.73
N 1.69 0.26 -0.02
N -1.48 0.95 0.09
N 1.18 -0.52 -0.84
O -1.58 -0.23 -1.90
H -1.28 2.93 0.99
H -2.08 1.81 1.93
H -0.44 1.47 1.77
H 1.82 -2.34 0.00
H 0.15 -2.31 -0.66
H 1.65 -2.28 -1.65
H 2.11 -0.17 0.81
*
```

=====

Record 6
DFT (ωB97M-V with the def2-TZVPD basis set) results for a cluster of 7 separate species, C19H43BF4NO13 in total in a non-equilibrium geometry.

Results
Relative energy (zero: lowest compared OMol25 entry of this formula, charge and spin)   0.0 kcal/mol
HOMO-LUMO gap   7.033 eV

```
! RIJCOSX wB97M-V def2-TZVPD def2/J DEFGRID3
* xyz -1 1
N -0.82 -1.64 -1.07
H -0.75 -2.63 -1.34
H -0.16 -1.48 -0.30
H -1.77 -1.43 -0.67
H -0.67 -1.01 -1.86
C -5.16 -0.82 -1.65
C -4.52 -0.44 -0.31
C -5.55 -0.70 0.81
O -3.31 -1.06 -0.08
H -5.46 -1.87 -1.73
H -4.49 -0.67 -2.50
H -6.08 -0.25 -1.83
H -4.30 0.65 -0.38
H -6.31 -1.44 0.55
H -6.08 0.24 0.98
H -5.03 -1.03 1.71
B -0.20 -4.99 -0.95
F -0.80 -6.27 -0.89
F 1.16 -5.17 -1.18
F -0.78 -4.26 -2.05
F -0.48 -4.25 0.22
C 2.52 1.74 3.68
C 1.94 0.86 2.59
O 0.97 0.02 3.16
C 0.12 -0.61 2.37
O 0.29 -0.83 1.19
O -0.85 -1.13 3.06
C -1.94 -1.80 2.43
H 3.36 1.29 4.22
H 1.81 1.89 4.51
H 2.85 2.74 3.44
H 2.78 0.30 2.17
H 1.58 1.45 1.75
H -1.61 -2.58 1.74
H -2.58 -1.15 1.82
H -2.51 -2.27 3.22
C 0.40 5.67 -2.04
C 0.48 4.24 -1.55
O -0.69 3.98 -0.77
C -0.74 2.85 -0.08
O 0.11 2.00 -0.04
O -1.87 2.86 0.62
C -2.30 1.62 1.19
H 0.00 6.38 -1.33
H -0.27 5.66 -2.91
H 1.35 6.02 -2.44
H 1.36 4.03 -0.94
H 0.52 3.54 -2.39
H -1.82 1.42 2.14
H -2.30 0.77 0.49
H -3.38 1.77 1.32
C 2.59 1.00 -4.09
C 1.44 0.97 -5.09
O 0.31 1.72 -4.64
C -0.51 1.16 -3.77
O -0.33 0.11 -3.22
O -1.51 2.00 -3.55
C -2.41 1.64 -2.49
H 3.43 0.44 -4.49
H 2.37 0.67 -3.08
H 2.94 2.03 -4.00
H 1.13 -0.07 -5.22
H 1.70 1.38 -6.05
H -1.82 1.24 -1.67
H -3.26 1.04 -2.82
H -2.80 2.60 -2.13
C 3.14 -1.88 -0.12
C 3.11 -2.47 1.27
O 4.22 -1.91 2.01
C 4.25 -2.21 3.30
O 3.76 -3.18 3.81
O 4.94 -1.29 3.96
C 5.12 -1.50 5.35
H 4.04 -2.22 -0.65
H 3.11 -0.79 -0.07
H 2.31 -2.23 -0.73
H 3.29 -3.54 1.22
H 2.13 -2.26 1.69
H 4.14 -1.38 5.84
H 5.72 -0.69 5.73
H 5.44 -2.52 5.57
*
```

=====

Record 7
DFT (ωB97M-V with the def2-TZVPD basis set) results for a cluster of 7 separate species, C36H59I2N2O12 in total in a non-equilibrium geometry.

Results
HOMO-LUMO gap   8.927 eV

```
! RIJCOSX wB97M-V def2-TZVPD def2/J DEFGRID3
* xyz 1 1
C 2.75 -3.41 -1.79
C 2.01 -2.12 -1.61
I 3.26 -0.45 -1.92
C 0.71 -1.97 -1.30
I -0.36 -3.81 -1.12
C -0.05 -0.66 -1.12
C 0.36 0.15 0.13
C -0.15 1.58 -0.07
N -1.43 1.61 -0.86
C -2.31 0.43 -0.63
C -2.87 0.52 0.78
C -3.77 -0.67 1.18
C -4.69 -1.19 0.08
C -5.73 -0.16 -0.40
N -7.08 -0.49 0.13
C -1.57 -0.88 -0.97
H 2.53 -4.12 -1.00
H 2.49 -3.83 -2.76
H 3.82 -3.22 -1.75
H 0.17 -0.02 -1.97
H 1.43 0.12 0.32
H -0.15 -0.29 0.99
H -0.26 2.12 0.87
H 0.59 2.12 -0.66
H -1.24 1.76 -1.86
H -1.97 2.42 -0.54
H -3.15 0.56 -1.30
H -3.47 1.43 0.84
H -2.10 0.63 1.54
H -3.13 -1.49 1.50
H -4.37 -0.41 2.05
H -5.23 -2.05 0.50
H -4.14 -1.58 -0.77
H -5.75 -0.17 -1.49
H -5.45 0.83 -0.04
H -7.28 0.15 0.89
H -7.77 -0.24 -0.57
H -1.96 -1.33 -1.88
H -1.69 -1.55 -0.13
O 5.59 -4.32 0.15
C 5.04 -4.53 1.19
O 3.69 -4.42 1.32
C 3.31 -4.62 2.70
C 4.45 -5.42 3.32
C 5.66 -4.91 2.52
H 3.18 -3.64 3.17
H 2.37 -5.16 2.73
H 4.54 -5.29 4.39
H 4.31 -6.48 3.12
H 6.10 -4.01 2.96
H 6.43 -5.66 2.38
O 3.01 -7.52 4.74
C 2.46 -7.16 5.74
O 3.15 -6.81 6.85
C 2.23 -6.51 7.92
C 0.92 -6.16 7.24
C 0.97 -7.03 5.99
H 2.15 -7.39 8.56
H 2.64 -5.69 8.51
H 0.05 -6.34 7.87
H 0.92 -5.11 6.95
H 0.57 -8.03 6.16
H 0.48 -6.59 5.13
O 0.99 3.11 2.51
C 2.08 2.66 2.70
O 2.37 1.82 3.72
C 3.79 1.51 3.72
C 4.24 1.80 2.30
C 3.32 2.94 1.89
H 4.28 2.14 4.46
H 3.91 0.47 4.01
H 5.30 2.04 2.22
H 4.03 0.94 1.67
H 3.71 3.93 2.16
H 3.08 2.93 0.83
O -1.27 2.09 -3.58
C -0.35 2.00 -4.36
O 0.11 3.04 -5.06
C 1.15 2.61 -5.98
C 1.67 1.31 -5.38
C 0.42 0.75 -4.72
H 0.71 2.48 -6.97
H 1.91 3.39 -6.03
H 2.12 0.65 -6.11
H 2.41 1.54 -4.61
H -0.17 0.14 -5.40
H 0.65 0.20 -3.82
O 2.56 4.28 -1.23
C 1.70 5.07 -1.51
O 1.67 6.32 -1.03
C 0.46 6.99 -1.45
C 0.00 6.24 -2.69
C 0.49 4.82 -2.40
H -0.26 6.93 -0.63
H 0.69 8.04 -1.64
H -1.07 6.31 -2.87
H 0.52 6.63 -3.57
H -0.24 4.25 -1.83
H 0.78 4.29 -3.30
O -4.00 3.03 -1.15
C -4.63 3.30 -2.14
O -5.53 4.29 -2.16
C -6.22 4.32 -3.43
C -5.29 3.60 -4.39
C -4.60 2.59 -3.48
H -7.17 3.81 -3.30
H -6.40 5.36 -3.70
H -5.81 3.16 -5.24
H -4.55 4.30 -4.79
H -5.17 1.66 -3.39
H -3.58 2.37 -3.77
*
```

=====

Record 8
DFT (ωB97M-V with the def2-TZVPD basis set) results for the molecule C5H7NO in a non-equilibrium geometry.

Results
Relative energy (zero: lowest compared OMol25 entry of this formula, charge and spin)   131.2 kcal/mol
Structure (SMILES)   [H]/N=C(/C)C(=O)C=C
HOMO-LUMO gap (alpha / beta)   7.178 / 7.181 eV

```
! RIJCOSX wB97M-V def2-TZVPD def2/J DEFGRID3
* xyz 0 1
C 0.76 1.15 1.35
C 0.50 0.64 -0.03
C -0.41 -1.11 -0.77
C 0.74 -1.08 0.07
C -1.73 -0.83 -0.64
N 0.46 1.48 -0.97
O 1.68 -1.74 0.37
H 0.09 1.13 -1.86
H -0.07 -2.09 -1.28
H 0.02 0.75 2.05
H 0.74 2.24 1.37
H 1.75 0.83 1.68
H -2.03 0.19 -0.46
H -2.48 -1.56 -0.88
*
```

=====

Record 9
DFT (ωB97M-V with the def2-TZVPD basis set) results for a structure of composition C4H3BrO in a non-equilibrium geometry.

Results
Relative energy (zero: lowest compared OMol25 entry of this formula, charge and spin)   57.8 kcal/mol
HOMO-LUMO gap   9.891 eV

```
! RIJCOSX wB97M-V def2-TZVPD def2/J DEFGRID3
* xyz 0 1
C 2.44 -0.53 -0.07
C 3.59 -0.43 0.28
C 0.71 -1.36 -0.28
C -0.33 -0.44 0.16
O 0.62 -2.40 -0.83
Br 5.29 0.16 0.11
H 0.01 0.31 0.93
H -1.15 -1.05 0.50
H -0.52 0.15 -0.65
*
```

=====

Record 10
DFT (ωB97M-V with the def2-TZVPD basis set) results for a structure of composition C13H40B2CuO9V2 in a non-equilibrium geometry.

Results
HOMO-LUMO gap (alpha / beta)   4.896 / 4.969 eV

```
! RIJCOSX wB97M-V def2-TZVPD def2/J DEFGRID3
* xyz 1 3
O 4.33 -2.69 -1.53
V 3.00 -3.25 -0.96
O 1.80 -1.06 3.11
V 1.35 -2.07 2.05
Cu -0.90 -3.91 0.22
C 1.01 -1.54 -0.62
O 0.88 -0.75 0.39
O 1.88 -1.43 -1.56
O 0.97 -2.79 -0.22
B -0.24 -3.76 2.40
H 0.55 -4.41 1.73
H -0.67 -2.79 1.83
H -1.16 -4.42 2.78
H 0.34 -3.30 3.33
B 2.55 -5.08 -2.22
H 2.88 -4.13 -2.85
H 1.65 -4.76 -1.52
H 2.18 -5.87 -3.02
H 3.51 -5.44 -1.55
C -1.54 -1.00 4.89
C -1.65 -0.04 3.72
C -1.52 1.43 4.08
O -0.66 -0.42 2.73
H -2.29 -0.74 5.64
H -0.54 -0.93 5.32
H -1.71 -2.02 4.56
H -2.62 -0.23 3.26
H -0.48 1.73 4.04
H -1.89 1.60 5.09
H -2.13 2.04 3.42
H -0.98 -0.07 1.88
C 1.80 2.83 1.81
C 1.18 3.07 0.44
C 2.24 3.18 -0.64
O 0.33 1.95 0.11
H 2.25 3.75 2.18
H 2.52 2.01 1.77
H 1.00 2.57 2.51
H 0.53 3.94 0.46
H 1.78 3.26 -1.63
H 2.91 2.32 -0.57
H 2.85 4.08 -0.52
H 0.77 1.10 0.25
C -2.86 1.69 -1.52
C -3.07 1.39 -0.05
C -4.42 0.79 0.25
O -2.08 0.42 0.36
H -3.03 0.80 -2.13
H -1.83 2.01 -1.70
H -3.58 2.43 -1.88
H -2.91 2.32 0.50
H -4.61 -0.08 -0.38
H -5.23 1.51 0.20
H -4.41 0.38 1.27
H -1.23 0.87 0.24
C 1.42 2.28 -4.91
C 1.12 1.21 -3.88
C -0.03 0.32 -4.35
O 2.30 0.44 -3.68
H 0.49 2.77 -5.19
H 1.85 1.82 -5.80
H 2.14 3.01 -4.54
H 0.81 1.67 -2.93
H -1.01 0.72 -4.06
H 0.06 -0.69 -3.96
H -0.03 0.22 -5.44
H 2.08 -0.24 -3.03
*
```

=====

Record 11
DFT (ωB97M-V with the def2-TZVPD basis set) results for a cluster of 2 separate species, C5H8ClNO2 in total in a non-equilibrium geometry.

Results
Relative energy (zero: lowest compared OMol25 entry of this formula, charge and spin)   32.5 kcal/mol
Structure (SMILES)   O=C(O)[C@H]1CC=CN1.Cl
HOMO-LUMO gap   8.679 eV

```
! RIJCOSX wB97M-V def2-TZVPD def2/J DEFGRID3
* xyz 0 1
C -1.34 -0.47 -1.54
C -1.39 1.40 0.36
C -1.45 1.19 1.86
C -0.76 0.05 -0.16
C -0.99 -0.05 2.15
N -1.01 -0.81 0.96
O -2.11 -1.50 -1.32
O -0.98 -0.09 -2.61
Cl 2.33 -1.08 1.28
H -2.39 1.53 -0.04
H -0.96 2.40 0.04
H 1.37 -1.97 0.92
H -1.65 2.14 2.44
H 0.39 0.10 -0.39
H -1.16 -0.75 2.93
H -2.31 -1.65 -0.34
H -0.58 -1.72 0.94
*
```

=====

Record 12
DFT (ωB97M-V with the def2-TZVPD basis set) results for a structure of composition C2BrClF3I in a non-equilibrium geometry.

Results
Relative energy (zero: lowest compared OMol25 entry of this formula, charge and spin)   12.8 kcal/mol
HOMO-LUMO gap (alpha / beta)   8.645 / 7.313 eV

```
! RIJCOSX wB97M-V def2-TZVPD def2/J DEFGRID3
* xyz 0 1
C -1.79 0.05 0.39
C 2.02 0.11 -0.88
F -0.64 -0.32 0.82
F -2.59 -0.94 -0.05
F 0.88 0.52 -1.47
Cl -2.51 1.30 1.14
Br 2.42 1.26 0.54
I 2.20 -1.98 -0.50
*
```

=====

Repeat the ninth record exactly.
DFT (ωB97M-V with the def2-TZVPD basis set) results for a structure of composition C4H3BrO in a non-equilibrium geometry.

Results
Relative energy (zero: lowest compared OMol25 entry of this formula, charge and spin)   57.8 kcal/mol
HOMO-LUMO gap   9.891 eV

```
! RIJCOSX wB97M-V def2-TZVPD def2/J DEFGRID3
* xyz 0 1
C 2.44 -0.53 -0.07
C 3.59 -0.43 0.28
C 0.71 -1.36 -0.28
C -0.33 -0.44 0.16
O 0.62 -2.40 -0.83
Br 5.29 0.16 0.11
H 0.01 0.31 0.93
H -1.15 -1.05 0.50
H -0.52 0.15 -0.65
*
```